(w)
# C5H4

One molecule with the formula C5H4 (the ωB97M-V functional and the def2-TZVPD basis, the Open Molecules 2025 dataset).

```
9
Properties=species:S:1:pos:R:3:mulliken_charge:R:1
C -0.291 0.506 1.012 -0.1880
H -0.482 0.817 2.009 0.4747
H -0.192 0.818 -2.243 0.1817
C 0.256 0.231 -1.317 -0.3703
H 0.804 -0.546 -2.021 0.2720
C 1.134 -1.775 0.983 -0.0649
H -1.294 0.162 0.702 0.1947
C 0.087 -1.143 1.151 -0.2178
C -0.023 0.930 -0.274 -0.2820
```

Calculated values
LUMO energy (alpha / beta) ... -1.0957 / -2.7378 eV
Charge ... 0
Orbital gap (alpha / beta) ... 0.325 / 0.218 Eh
Highest occupied orbital energy (alpha / beta) ... -9.95 / -8.66 eV



(x)
# C5H4

One molecule with the formula C5H4 (the ωB97M-V functional and the def2-TZVPD basis, the Open Molecules 2025 dataset).

```
9
Properties=species:S:1:pos:R:3:mulliken_charge:R:1
C -0.267 -1.158 -0.178 0.0566
H 1.162 2.357 0.065 0.3900
H -0.726 0.797 0.546 0.1866
H -0.690 -2.103 -0.486 0.3448
C 1.088 1.313 -0.089 -0.5309
C 1.089 -1.093 0.216 -0.3760
C 1.540 0.172 -0.049 0.2950
C -1.063 -0.095 0.052 -0.6228
H -2.132 -0.189 -0.077 0.2568
```

Calculated values
LUMO energy ... -1.0972 eV
Charge ... 0
Orbital gap ... 0.273 Eh
Highest occupied orbital energy ... -8.54 eV



(y)
# C5H4

One molecule with the formula C5H4 (the ωB97M-V functional and the def2-TZVPD basis, the Open Molecules 2025 dataset).

```
9
Properties=species:S:1:pos:R:3:mulliken_charge:R:1
C -0.147 -0.813 0.030 -0.4849
H 0.122 -1.376 0.861 0.3077
C 1.309 0.113 -0.093 -0.3911
H 2.943 1.439 0.252 0.3309
H -3.062 1.293 -0.246 0.3058
C -1.327 0.048 -0.056 -0.1292
C -2.123 0.967 0.082 -0.1513
H -0.234 -1.447 -0.806 0.2660
C 2.396 0.578 0.061 -0.0541
```

Calculated values
Structure (SMILES) ... C#CCC#C
LUMO energy ... 0.7705 eV
Charge ... 0
Orbital gap ... 0.409 Eh
Highest occupied orbital energy ... -10.36 eV



(z)
# C5H4

One molecule with the formula C5H4 (the ωB97M-V functional and the def2-TZVPD basis, the Open Molecules 2025 dataset).

```
9
Properties=species:S:1:pos:R:3:mulliken_charge:R:1
H 3.141 -1.050 -0.129 0.3917
C 1.234 0.060 -0.099 -0.3963
C -1.211 0.027 -0.250 -0.3779
H -0.257 1.258 0.951 0.2523
H -0.020 1.662 -0.737 0.2280
C -2.193 -0.646 0.032 -0.1738
C 2.150 -0.721 -0.022 0.0024
C 0.009 0.840 -0.001 -0.3237
H -2.852 -1.432 0.255 0.3972
```

Calculated values
Structure (SMILES) ... C#CCC#C
LUMO energy ... 0.9339 eV
Charge ... 0
Orbital gap ... 0.402 Eh
Highest occupied orbital energy ... -10.00 eV



From most stable to least stable, the computed energies give (z), (y), (x), (w).